1.
# C32H66N6P2RuSi2Te

A molecular structure, C32H66N6P2RuSi2Te (the ωB97M-V functional and the def2-TZVPD basis, the Open Molecules 2025 dataset).

Element x y z (Å)
1 Ru 1.62 -1.01 0.41
2 N 0.49 -1.65 2.19
3 C 1.29 -2.27 3.30
4 C 2.32 -1.32 3.87
5 C 3.44 -0.94 2.93
6 N 2.98 -0.03 1.82
7 H 0.02 -0.82 2.56
8 H -0.26 -2.29 1.95
9 H 1.77 -3.17 2.90
10 H 0.60 -2.60 4.08
11 H 2.77 -1.81 4.74
12 H 1.83 -0.42 4.27
13 H 3.87 -1.83 2.46
14 H 4.25 -0.45 3.47
15 H 3.81 0.33 1.36
16 H 2.53 0.78 2.24
17 C -1.12 -2.75 -1.03
18 P 0.69 -2.72 -1.04
19 C 1.10 -2.11 -2.71
20 N 0.42 -2.62 -3.71
21 C 0.67 -2.16 -4.95
22 C -0.01 -2.72 -6.06
23 C 0.25 -2.22 -7.31
24 C 1.17 -1.16 -7.50
25 C 1.84 -0.60 -6.45
26 C 1.61 -1.10 -5.15
27 N 2.27 -0.57 -4.10
28 C 2.05 -1.08 -2.91
29 P 3.01 -0.41 -1.51
30 C 2.95 1.40 -1.67
31 C 4.82 -0.84 -1.72
32 C 5.01 -2.33 -1.96
33 C 5.55 -0.43 -0.43
34 C 5.35 -0.03 -2.91
35 C 1.26 -4.46 -0.74
36 C 2.72 -4.44 -0.30
37 C 1.10 -5.29 -2.01
38 C 0.39 -5.04 0.39
39 H -1.44 -3.34 -1.89
40 H -1.53 -1.75 -1.12
41 H -1.50 -3.21 -0.12
42 H -0.70 -3.53 -5.90
43 H -0.25 -2.64 -8.17
44 H 1.35 -0.80 -8.51
45 H 2.56 0.20 -6.59
46 H 2.98 1.64 -2.73
47 H 3.81 1.84 -1.18
48 H 2.05 1.81 -1.22
49 H 4.88 -2.91 -1.05
50 H 6.04 -2.49 -2.29
51 H 4.36 -2.72 -2.75
52 H 5.18 -0.99 0.44
53 H 5.51 0.64 -0.24
54 H 6.60 -0.70 -0.54
55 H 4.77 -0.20 -3.82
56 H 6.37 -0.36 -3.10
57 H 5.39 1.04 -2.71
58 H 3.37 -4.18 -1.13
59 H 3.01 -5.44 0.03
60 H 2.91 -3.75 0.53
61 H 1.75 -4.94 -2.81
62 H 0.07 -5.29 -2.38
63 H 1.37 -6.32 -1.78
64 H 0.32 -4.37 1.26
65 H 0.85 -5.96 0.74
66 H -0.62 -5.28 0.05
67 C -1.73 2.46 6.53
68 Si -3.22 3.29 5.76
69 C -3.88 4.72 6.72
70 C -4.53 2.02 5.32
71 C -2.51 4.08 4.12
72 Te -2.17 2.73 2.55
73 C -3.05 3.79 0.99
74 Si -4.97 3.51 0.79
75 C -5.76 4.14 2.35
76 C -5.42 4.49 -0.72
77 C -5.19 1.66 0.54
78 H -2.01 1.98 7.47
79 H -0.94 3.17 6.75
80 H -1.32 1.67 5.88
81 H -4.25 4.38 7.69
82 H -4.71 5.20 6.20
83 H -3.11 5.48 6.91
84 H -4.54 1.23 6.08
85 H -4.39 1.53 4.35
86 H -5.52 2.47 5.33
87 H -1.53 4.50 4.36
88 H -3.14 4.87 3.71
89 H -2.55 3.48 0.06
90 H -2.84 4.85 1.18
91 H -5.56 5.20 2.50
92 H -5.43 3.59 3.24
93 H -6.85 4.03 2.30
94 H -5.52 5.56 -0.49
95 H -6.38 4.15 -1.12
96 H -4.68 4.39 -1.51
97 H -4.31 1.08 0.82
98 H -5.42 1.44 -0.50
99 H -6.03 1.28 1.13
100 C -2.18 0.56 -2.76
101 N -1.03 1.28 -2.16
102 C -0.44 2.39 -2.93
103 C -0.48 0.85 -1.08
104 N -0.01 0.47 -0.07
105 H -1.82 -0.15 -3.50
106 H -2.82 1.29 -3.23
107 H -2.74 0.05 -1.98
108 H -0.02 2.00 -3.86
109 H 0.33 2.88 -2.35
110 H -1.23 3.11 -3.16

Output
total charge	+4
2S+1	5
highest occupied orbital energy (alpha / beta)	-18.19 / -18.19	eV
LUMO level (alpha / beta)	-10.861 / -12.769	eV
energy relative to the best compared isomer or geometry (same formula, charge and spin)	2.5	kcal per mole
expectation value of S²	6.03
DFT total energy	-87369.0457	eV

Löwdin population analysis, charges in e, atoms 1 to 99: Ru 1.066; N -0.075; C -0.205; C -0.170; C -0.207; N -0.076; H 0.093; H 0.079; H 0.115; H 0.138; H 0.144; H 0.127; H 0.117; H 0.140; H 0.062; H 0.114; C -0.197; P 0.953; C -0.420; N 0.154; C -0.183; C 0.016; C -0.002; C -0.002; C 0.014; C -0.183; N 0.152; C -0.427; P 0.960; C -0.211; C -0.680; C -0.070; C -0.080; C -0.059; C -0.692; C -0.087; C -0.057; C -0.072; H 0.074; H 0.017; H 0.054; H 0.130; H 0.133; H 0.133; H 0.129; H 0.068; H 0.060; H 0.012; H 0.066; H 0.113; H 0.088; H 0.063; H 0.087; H 0.118; H 0.080; H 0.113; H 0.087; H 0.056; H 0.114; H 0.054; H 0.086; H 0.091; H 0.115; H 0.060; H 0.112; H 0.094; C -0.177; Si 0.430; C -0.155; C -0.185; C -0.540; Te 1.447; C -0.563; Si 0.447; C -0.158; C -0.159; C -0.175; H 0.052; H 0.045; H 0.018; H 0.057; H 0.048; H 0.051; H 0.048; H 0.000; H 0.044; H 0.027; H 0.019; H -0.008; H 0.033; H 0.055; H 0.005; H 0.062; H 0.053; H 0.054; H 0.034; H -0.003; H 0.035; H 0.048


2.
# C32H67F5HfN3O7P2SSbSi3

A molecular structure, C32H67F5HfN3O7P2SSbSi3 (the ωB97M-V functional and the def2-TZVPD basis, the Open Molecules 2025 dataset).

Element x y z (Å)
1 Hf -0.98 -1.44 0.04
2 C 2.83 -2.24 3.86
3 C 2.62 -2.55 2.39
4 C 3.59 -3.56 1.83
5 O 2.82 -1.30 1.60
6 P 1.88 -0.09 1.37
7 O 0.39 -0.37 1.31
8 C 2.43 0.46 -0.25
9 P 2.16 -0.93 -1.37
10 O 0.94 -1.68 -0.88
11 O 3.37 -1.91 -1.33
12 C 4.75 -1.52 -1.72
13 C 5.31 -2.63 -2.58
14 C 5.58 -1.32 -0.46
15 O 2.03 -0.31 -2.79
16 C 2.25 -1.14 -4.03
17 C 0.92 -1.67 -4.51
18 C 2.99 -0.25 -5.00
19 O 2.09 0.99 2.47
20 C 3.43 1.55 2.79
21 C 3.52 2.92 2.16
22 C 3.55 1.57 4.29
23 H 2.63 -3.15 4.44
24 H 2.14 -1.47 4.21
25 H 3.86 -1.94 4.04
26 H 1.60 -2.86 2.19
27 H 4.62 -3.22 1.98
28 H 3.41 -3.72 0.77
29 H 3.46 -4.50 2.36
30 H 3.49 0.73 -0.25
31 H 1.85 1.33 -0.58
32 H 4.68 -0.59 -2.29
33 H 5.26 -3.58 -2.04
34 H 6.35 -2.42 -2.80
35 H 4.78 -2.73 -3.52
36 H 5.76 -2.27 0.02
37 H 5.08 -0.66 0.26
38 H 6.54 -0.88 -0.73
39 H 2.88 -1.97 -3.72
40 H 0.18 -0.88 -4.61
41 H 0.52 -2.42 -3.83
42 H 1.05 -2.14 -5.48
43 H 2.44 0.66 -5.21
44 H 3.13 -0.79 -5.94
45 H 3.98 0.01 -4.62
46 H 4.17 0.86 2.36
47 H 2.75 3.57 2.56
48 H 3.41 2.88 1.07
49 H 4.49 3.36 2.38
50 H 2.76 2.19 4.72
51 H 4.51 2.00 4.57
52 H 3.49 0.57 4.71
53 O -3.20 -1.97 -0.01
54 H -3.50 -2.63 -0.65
55 H -3.83 -1.88 0.71
56 C -3.09 2.38 5.15
57 N -3.11 1.49 3.99
58 C -2.16 0.73 3.45
59 S -2.66 -0.17 2.06
60 N -0.92 0.63 3.90
61 C -0.29 1.17 5.10
62 H -3.94 3.05 5.07
63 H -2.19 2.99 5.16
64 H -3.18 1.83 6.09
65 H -4.01 1.37 3.55
66 H -0.36 0.02 3.34
67 H -0.93 1.07 5.97
68 H 0.00 2.21 4.97
69 H 0.61 0.58 5.28
70 N -1.96 -2.78 -2.96
71 C -1.51 -2.45 -1.95
72 F -1.94 -4.56 -0.17
73 C -1.55 -4.43 1.12
74 C -1.02 -3.22 1.55
75 C -0.69 -3.22 2.90
76 F -0.14 -2.12 3.47
77 C -0.85 -4.29 3.75
78 F -0.49 -4.21 5.03
79 C -1.39 -5.47 3.26
80 F -1.56 -6.51 4.06
81 C -1.75 -5.54 1.92
82 F -2.27 -6.66 1.43
83 C -0.08 2.11 -4.33
84 Si -1.83 1.58 -3.92
85 C -2.93 3.04 -4.31
86 C -2.29 0.11 -4.97
87 Sb -2.14 1.03 -1.37
88 Si -1.35 3.26 -0.33
89 C -2.66 4.58 -0.49
90 C 0.23 3.77 -1.22
91 C -0.92 3.03 1.48
92 Si -4.75 0.85 -1.51
93 C -5.49 2.47 -2.09
94 C -4.98 -0.52 -2.77
95 C -5.63 0.37 0.09
96 H -0.14 2.61 -5.30
97 H 0.58 1.25 -4.44
98 H 0.38 2.81 -3.63
99 H -2.72 3.32 -5.35
100 H -2.71 3.91 -3.70
101 H -3.99 2.82 -4.24
102 H -1.71 0.17 -5.90
103 H -3.34 0.13 -5.25
104 H -2.08 -0.86 -4.51
105 H -2.70 5.00 -1.50
106 H -2.42 5.40 0.20
107 H -3.65 4.21 -0.23
108 H 0.01 4.44 -2.06
109 H 0.79 2.93 -1.63
110 H 0.88 4.31 -0.53
111 H -1.80 3.19 2.11
112 H -0.17 3.79 1.75
113 H -0.50 2.05 1.71
114 H -5.84 2.39 -3.12
115 H -4.82 3.32 -2.04
116 H -6.36 2.70 -1.47
117 H -5.19 -0.10 -3.76
118 H -5.85 -1.13 -2.50
119 H -4.13 -1.19 -2.87
120 H -6.26 1.20 0.40
121 H -4.99 0.12 0.93
122 H -6.28 -0.48 -0.12

Output
total charge	+2
highest occupied orbital energy	-13.05	eV
LUMO level	-5.001	eV
DFT total energy	-127550.2609	eV

Löwdin population analysis, charges in e, atoms 1 to 99: Hf 1.384; C -0.024; C -0.367; C -0.016; O -0.173; P 0.497; O -0.435; C -0.165; P 0.505; O -0.390; O -0.162; C -0.392; C -0.018; C -0.024; O -0.161; C -0.372; C -0.017; C -0.017; O -0.165; C -0.397; C -0.023; C -0.022; H 0.106; H 0.065; H 0.098; H 0.108; H 0.089; H 0.085; H 0.104; H 0.086; H 0.076; H 0.135; H 0.102; H 0.104; H 0.078; H 0.089; H 0.059; H 0.104; H 0.109; H 0.054; H 0.065; H 0.109; H 0.079; H 0.104; H 0.084; H 0.135; H 0.094; H 0.073; H 0.102; H 0.088; H 0.103; H 0.075; O -0.254; H 0.086; H 0.048; C -0.040; N -0.020; C -0.736; S 0.695; N -0.001; C -0.030; H 0.098; H 0.080; H 0.095; H 0.117; H 0.060; H 0.090; H 0.090; H 0.085; N 0.059; C -0.368; F 0.053; C -0.245; C -0.121; C -0.261; F 0.022; C -0.142; F 0.131; C -0.127; F 0.163; C -0.141; F 0.149; C -0.196; Si 0.344; C -0.203; C -0.215; Sb 0.857; Si 0.324; C -0.213; C -0.220; C -0.221; Si 0.379; C -0.209; C -0.216; C -0.218; H 0.055; H -0.012; H 0.001; H 0.050


> Among the records above, which one has the lowest total charge?

C32H67F5HfN3O7P2SSbSi3


> Which of these has the highest total charge?

C32H66N6P2RuSi2Te


> total charge of number 2 (C32H67F5HfN3O7P2SSbSi3)?

+2


> Among the records above, which one has the highest total charge?

C32H66N6P2RuSi2Te